A 22-piece molecular cluster, C29H98F5N5O22PS overall, computed with ωB97M-V/def2-TZVPD.

```
161
Properties=species:S:1:pos:R:3
N 3.081 4.636 4.201
C 1.774 3.899 4.276
C 1.675 2.810 3.085
C 0.736 3.423 1.885
C 1.312 4.866 1.351
N 0.862 5.000 -0.080
P -0.349 6.283 -0.315
S -1.630 6.479 1.126
C 2.007 5.191 -1.002
N 3.059 6.174 -0.621
N 3.637 6.795 -1.750
C 4.942 6.486 -1.700
O 6.163 6.197 -1.622
N 2.035 4.461 -2.150
C 1.014 3.454 -2.540
F -0.279 4.043 -2.848
F 0.891 2.429 -1.520
C 1.427 2.636 -3.905
F 0.894 3.362 -5.022
F 0.747 1.356 -3.810
F 2.849 2.405 -4.000
H 3.711 4.212 3.500
H 2.878 5.624 3.973
H 1.764 3.299 5.273
H 0.850 4.581 4.223
H 1.124 1.853 3.442
H 2.700 2.462 2.670
H -0.374 3.472 2.173
H 0.838 2.675 1.012
H 1.004 5.738 2.038
H 2.470 4.772 1.470
H 0.387 7.500 -0.624
H -1.123 6.009 -1.517
H 3.835 5.636 -0.166
H 2.821 4.609 -2.824
C 0.220 -1.350 -6.256
O -0.834 -0.524 -6.726
H 0.062 -2.367 -6.618
H 1.175 -0.975 -6.635
H 0.224 -1.352 -5.163
H -0.669 0.368 -6.391
C -0.037 6.980 -5.530
O 0.040 7.105 -4.116
H -0.583 7.835 -5.930
H 0.970 6.964 -5.953
H -0.566 6.060 -5.789
H 0.527 6.337 -3.789
C -0.007 -0.760 2.154
O -0.744 0.452 2.062
H 0.203 -0.966 3.204
H -0.595 -1.578 1.735
H 0.936 -0.658 1.610
H -0.915 0.610 1.123
C -0.204 -4.983 -8.362
O -1.258 -4.157 -8.833
H -0.362 -5.999 -8.724
H 0.751 -4.609 -8.741
H -0.199 -4.985 -7.270
H -1.092 -3.264 -8.497
C -0.674 -0.596 6.341
O 0.614 -0.013 6.220
H -1.251 -0.368 5.443
H -0.577 -1.681 6.444
H -1.184 -0.182 7.212
H 1.101 -0.231 7.028
C 0.497 -4.239 -12.057
O -0.468 -3.207 -11.949
H 0.770 -4.360 -13.106
H 1.386 -3.971 -11.479
H 0.075 -5.176 -11.683
H -0.692 -3.123 -11.009
C 2.368 2.809 -8.171
O 1.398 3.839 -8.061
H 2.639 2.691 -9.221
H 3.258 3.079 -7.597
H 1.952 1.870 -7.797
H 1.177 3.922 -7.122
C 6.310 1.167 -4.627
O 5.937 1.858 -3.442
H 7.246 0.638 -4.446
H 5.533 0.446 -4.892
H 6.450 1.883 -5.440
H 5.104 2.317 -3.630
C 6.845 3.415 5.000
O 5.782 4.238 4.544
H 6.686 2.399 4.636
H 7.795 3.793 4.613
H 6.863 3.409 6.093
H 5.947 5.130 4.880
C -0.474 -4.502 3.475
O -1.215 -3.302 3.312
H 0.375 -4.488 2.790
H -0.109 -4.572 4.503
H -1.110 -5.361 3.246
H -1.959 -3.341 3.929
C -4.143 0.032 8.602
O -3.388 -0.572 7.562
H -3.509 0.140 9.483
H -4.486 1.019 8.280
H -4.999 -0.601 8.847
H -3.973 -0.655 6.796
C -4.993 2.437 5.328
O -5.353 3.128 6.512
H -4.056 1.904 5.501
H -5.776 1.719 5.070
H -4.857 3.153 4.513
H -6.184 3.589 6.330
C -8.290 2.592 8.173
O -8.377 2.245 6.800
H -7.300 2.325 8.544
H -8.441 3.668 8.289
H -9.049 2.045 8.738
H -9.262 2.493 6.499
C -0.095 -8.324 -7.115
O 1.197 -7.746 -7.216
H -0.660 -8.089 -8.017
H -0.005 -9.409 -7.016
H -0.612 -7.911 -6.247
H 1.673 -7.970 -6.405
C -1.135 -0.854 11.625
O -0.381 -1.457 10.585
H -0.501 -0.746 12.506
H -1.478 0.133 11.303
H -1.992 -1.487 11.870
H -0.966 -1.540 9.819
C 3.852 -0.269 -1.459
O 5.176 -0.353 -0.963
H 3.286 -1.130 -1.100
H 3.381 0.650 -1.097
H 3.869 -0.277 -2.553
H 5.652 0.422 -1.296
C 2.836 -3.255 7.024
O 2.543 -1.959 7.522
H 2.245 -3.429 6.124
H 3.899 -3.323 6.777
H 2.579 -4.005 7.776
H 3.080 -1.831 8.317
C -4.213 -3.833 -8.935
O -5.444 -4.491 -8.672
H -3.532 -4.012 -8.103
H -3.774 -4.231 -9.853
H -4.385 -2.759 -9.038
H -6.027 -4.317 -9.423
C -4.686 -2.998 12.643
O -4.916 -1.611 12.827
H -4.467 -3.184 11.591
H -3.833 -3.311 13.251
H -5.577 -3.561 12.932
H -5.107 -1.476 13.766
C -3.834 -8.778 -6.693
O -2.963 -7.696 -6.400
H -3.379 -9.703 -6.337
H -4.790 -8.627 -6.188
H -3.988 -8.844 -7.773
H -3.390 -6.891 -6.726
C 0.969 -3.913 -3.064
O 1.505 -2.877 -2.262
H 1.348 -4.873 -2.712
H -0.121 -3.906 -2.987
H 1.274 -3.764 -4.103
H 1.149 -2.043 -2.598
```

As for the gap between HOMO and LUMO: 4.8 eV. As for the calculated total energy: -117845.334 eV. The charge is +1.

---

C2Ag2O6 as an isolated structure, computed with ωB97M-V/def2-TZVPD.

```
10
Properties=species:S:1:pos:R:3
Ag 0.024 0.849 0.392
Ag 0.508 -0.630 -2.029
C 2.983 0.349 0.042
O 3.553 0.732 1.116
O 2.453 1.098 -0.640
O 2.341 -0.672 0.008
C -2.927 -0.444 0.274
O -3.693 0.494 0.385
O -1.932 -0.388 -0.407
O -3.312 -1.388 0.859
```

As for the gap between HOMO and LUMO: 2.9 eV. As for the calculated total energy: -22350.280 eV. The relative energy (zero: lowest compared OMol25 entry of this formula, charge and spin) is 60.86 kcal per mole. The charge is -2.

---

C2AgO4 as an isolated structure, computed with ωB97M-V/def2-TZVPD.

```
7
Properties=species:S:1:pos:R:3
C -1.075 -0.307 -0.026
O -2.089 0.406 -0.057
O -0.999 -1.536 -0.155
Ag -3.388 -1.564 -0.265
O 1.355 1.016 0.132
O 3.665 1.111 0.236
C 2.531 0.874 0.134
```

As for the gap between HOMO and LUMO (spin up / spin down): 6.4 / 8.4 eV. As for the calculated total energy: -14261.001 eV. The relative energy (zero: lowest compared OMol25 entry of this formula, charge and spin) is 0.00 kcal per mole. Its expectation value of S² is 0.7579. As for the spin multiplicity: 2.

---

C2Br2ClN as an isolated structure, computed with ωB97M-V/def2-TZVPD.

```
6
Properties=species:S:1:pos:R:3
C 1.604 -0.124 -0.379
C -0.747 -0.033 0.455
N 2.153 0.368 -1.251
Cl -0.714 0.014 2.116
Br -1.251 -1.723 -0.430
Br -1.044 1.500 -0.511
```

As for the gap between HOMO and LUMO (spin up / spin down): 7.2 / 7.2 eV. As for the calculated total energy: -156166.560 eV. The relative energy (zero: lowest compared OMol25 entry of this formula, charge and spin) is 55.05 kcal per mole.

---

The molecule C2BrCl5S, computed with ωB97M-V/def2-TZVPD.

```
9
Properties=species:S:1:pos:R:3
Cl 0.762 2.287 0.838
C 0.589 0.545 0.757
Cl -0.285 0.063 2.092
Cl 2.167 -0.241 0.774
C -0.049 0.077 -0.475
Cl -1.674 0.719 -0.738
Cl 0.915 0.542 -1.927
S -0.182 -1.764 -0.465
Br -2.244 -2.228 -0.855
```

As for the gap between HOMO and LUMO: 8.7 eV. As for the calculated total energy: -145562.903 eV. As for the SMILES: ClC(Cl)(Cl)C(Cl)(Cl)SBr. The relative energy (zero: lowest compared OMol25 entry of this formula, charge and spin) is 0.00 kcal per mole.

---

The molecule C2BrClI2O, computed with ωB97M-V/def2-TZVPD.

```
7
Properties=species:S:1:pos:R:3
O -0.852 1.577 -0.901
C -0.870 0.488 -0.433
Cl -2.130 -0.615 -0.149
C 0.663 -0.262 0.281
Br 0.159 -0.837 2.099
I 1.113 -1.887 -1.120
I 1.918 1.536 0.224
```

As for the gap between HOMO and LUMO: 8.5 eV. As for the calculated total energy: -102885.972 eV. As for the SMILES: O=C(Cl)C(Br)(I)I. The relative energy (zero: lowest compared OMol25 entry of this formula, charge and spin) is 8.81 kcal per mole.

---

Copy entry 3 word for word.
C2AgO4 as an isolated structure, computed with ωB97M-V/def2-TZVPD.

```
7
Properties=species:S:1:pos:R:3
C -1.075 -0.307 -0.026
O -2.089 0.406 -0.057
O -0.999 -1.536 -0.155
Ag -3.388 -1.564 -0.265
O 1.355 1.016 0.132
O 3.665 1.111 0.236
C 2.531 0.874 0.134
```

As for the gap between HOMO and LUMO (spin up / spin down): 6.4 / 8.4 eV. As for the calculated total energy: -14261.001 eV. The relative energy (zero: lowest compared OMol25 entry of this formula, charge and spin) is 0.00 kcal per mole. Its expectation value of S² is 0.7579. As for the spin multiplicity: 2.